This record from OMol25 describes a molecular structure, C40H45AsIrN6O2S in a non-equilibrium geometry. The level of theory is ωB97M-V/def2-TZVPD.

- Kohn-Sham gap (alpha / beta): 5.857 / 5.408 eV
- Lowest unoccupied orbital energy (alpha / beta): -3.7 / -3.9 eV
- ΔE to the lowest compared entry with this formula, charge and spin: 1.673 eV
- DFT total energy: -129753.99275 eV

The geometry in ORCA input format:
```
! wB97M-V def2-TZVPD RIJCOSX def2/J DEFGRID3
* xyz 1 1
Ir 1.252 -0.844 -0.858
O 0.125 -4.882 2.619
C 0.298 -3.837 3.438
C 0.072 -4.043 4.799
C 0.253 -3.021 5.706
C 0.666 -1.758 5.283
C 0.873 -1.535 3.942
C 0.697 -2.556 2.997
C 0.889 -2.229 1.587
O 1.152 -1.011 1.274
N 0.817 -3.219 0.687
N 0.999 -2.791 -0.561
C 0.950 -3.542 -1.619
C 1.155 -2.869 -2.864
C 1.156 -3.522 -4.100
C 1.386 -2.810 -5.254
C 1.619 -1.438 -5.171
C 1.603 -0.841 -3.930
N 1.365 -1.518 -2.806
H 0.308 -4.584 1.701
H -0.254 -5.024 5.118
H 0.065 -3.197 6.757
H 0.808 -0.957 5.995
H 1.164 -0.558 3.577
H 0.753 -4.604 -1.541
H 0.977 -4.588 -4.115
H 1.409 -3.311 -6.212
H 1.810 -0.852 -6.057
H 1.788 0.220 -3.814
C -4.846 1.485 -4.991
C -4.043 1.283 -3.737
C -3.842 2.311 -2.831
C -3.043 2.168 -1.701
C -2.947 3.363 -0.788
C -2.412 0.934 -1.472
As -1.000 0.560 -0.101
N 0.534 1.010 -1.024
C 0.986 2.063 -1.778
C 2.342 2.096 -2.164
C 2.837 3.146 -2.911
C 2.006 4.186 -3.311
C 0.666 4.166 -2.942
C 0.164 3.132 -2.177
C -1.183 1.836 1.389
C -0.202 2.733 1.824
C 1.221 2.725 1.328
C -0.551 3.666 2.799
C -1.809 3.698 3.380
C -2.189 4.752 4.381
C -2.713 2.698 3.033
C -2.416 1.755 2.065
C -3.400 0.650 1.775
C -2.701 -0.156 -2.317
C -2.266 -1.578 -2.054
C -3.486 0.046 -3.445
H -5.333 2.458 -4.996
H -5.608 0.712 -5.095
H -4.191 1.422 -5.861
H -4.320 3.268 -3.010
H -3.128 4.280 -1.348
H -1.984 3.446 -0.294
H -3.708 3.303 -0.007
H 2.992 1.293 -1.836
H 3.886 3.167 -3.178
H 2.395 5.004 -3.901
H 0.004 4.961 -3.263
H -0.875 3.125 -1.894
H 1.548 1.712 1.100
H 1.879 3.137 2.094
H 1.342 3.339 0.434
H 0.196 4.384 3.120
H -1.378 5.460 4.542
H -2.454 4.301 5.338
H -3.061 5.305 4.028
H -3.676 2.660 3.533
H -4.304 0.771 2.368
H -2.955 -0.317 2.025
H -3.690 0.620 0.722
H -2.114 -1.772 -0.996
H -1.344 -1.811 -2.586
H -3.029 -2.266 -2.421
H -3.686 -0.793 -4.104
C 4.117 -2.047 3.352
N 3.913 -1.524 2.006
C 3.862 -2.157 0.845
S 3.831 -1.207 -0.603
N 3.854 -3.478 0.706
C 3.774 -4.532 1.713
H 4.063 -1.213 4.045
H 5.101 -2.506 3.450
H 3.345 -2.762 3.633
H 3.820 -0.526 1.914
H 3.786 -3.769 -0.254
H 4.521 -4.400 2.489
H 3.964 -5.480 1.217
H 2.781 -4.576 2.165
*
```

Mulliken population analysis, charges in e, atoms 1 to 5: 2.297, -0.680, 0.729, -0.786, -0.397